DFT (ωB97M-V/def2-TZVPD) results for C33H48MnO6P4 as an isolated structure.

Positions of all 92 atoms, in Å:
1 H 3.54 1.62 0.48
2 P -0.48 2.04 1.51
3 H -2.05 -2.59 -0.34
4 H 4.64 -3.34 0.67
5 H -5.26 0.37 4.12
6 H -4.46 2.68 4.45
7 H -4.13 5.14 -2.30
8 C -1.76 0.17 -3.25
9 C 2.05 -4.53 2.61
10 H 0.86 1.33 3.40
11 H -0.16 2.60 -3.51
12 H 2.42 -4.15 3.56
13 C -0.05 2.40 -2.45
14 H 1.03 -4.11 0.08
15 H 0.29 3.02 3.60
16 C -2.63 -1.80 0.12
17 H 5.14 -1.33 2.13
18 C -2.72 2.17 -1.47
19 C 0.60 -0.77 -3.57
20 C 2.12 -4.24 0.12
21 P -1.46 -0.81 1.10
22 H 4.59 -3.56 2.43
23 H -1.64 3.86 0.36
24 H 5.81 0.30 2.07
25 C 4.68 -0.21 0.33
26 H -1.68 -2.53 2.82
27 H 0.77 -1.05 -2.53
28 C -2.90 3.41 -2.09
29 C -4.83 2.48 -0.34
30 H -3.42 -2.25 0.73
31 O 1.73 0.04 1.43
32 H -5.85 4.33 -0.72
33 C -3.09 0.21 -3.68
34 C -0.85 -0.68 -3.92
35 H 1.64 2.62 2.50
36 H -2.40 3.44 3.36
37 H -4.57 -0.51 -5.04
38 H -3.80 0.85 -3.17
39 C 4.94 -0.31 1.83
40 C -4.98 3.72 -0.93
41 C 2.68 -3.76 1.46
42 C -3.90 2.00 3.82
43 H -0.15 -1.61 2.97
44 C -4.35 0.70 3.63
45 C -2.74 2.43 3.20
46 H -2.16 3.78 -2.78
47 C -1.33 -1.44 -4.98
48 C -4.02 4.18 -1.81
49 P -1.23 1.16 -1.79
50 H 2.55 -3.69 -0.71
51 H 4.46 -4.96 1.36
52 H 1.12 0.18 -3.72
53 H 5.62 -0.75 -1.53
54 C 4.39 1.23 -0.07
55 H -4.00 -1.18 2.69
56 H 5.28 1.83 0.14
57 C 0.68 2.28 2.90
58 O 2.34 -2.37 1.73
59 H -0.95 4.41 1.91
60 P 2.15 -1.19 0.67
61 Mn 0.15 0.41 -0.01
62 O 3.55 -1.06 -0.06
63 H 0.11 4.15 0.51
64 C -3.64 -0.17 2.83
65 H 0.97 -4.45 2.59
66 H -2.98 -2.01 -6.22
67 H 4.09 0.07 2.39
68 H -0.23 3.33 -1.90
69 H 4.16 1.30 -1.13
70 H 6.74 -0.16 -0.29
71 H -0.63 -2.09 -5.50
72 C -2.02 1.56 2.38
73 C -3.54 -0.56 -4.74
74 O 1.55 1.30 -1.05
75 H -3.61 0.74 -0.14
76 C -3.71 1.71 -0.61
77 H 2.32 -5.59 2.54
78 O 2.30 2.38 -2.85
79 C -0.78 3.78 1.03
80 C 5.85 -0.77 -0.46
81 C 1.40 2.00 -2.13
82 H -5.58 2.10 0.35
83 H 2.36 -5.29 0.00
84 C -2.48 0.26 2.19
85 H 1.10 -1.50 -4.20
86 C -0.86 -2.07 2.28
87 H 6.07 -1.80 -0.17
88 H -0.32 -2.82 1.71
89 C 4.19 -3.91 1.48
90 O 1.08 -1.51 -0.34
91 H -3.08 -1.21 -0.68
92 C -2.65 -1.40 -5.39

Properties
Net charge: 0
Frontier orbital gap (alpha / beta): 8.715 / 8.156 eV
2S+1: 2